Formula: C38H126N2O26
Source: OMol25
Level of theory: ωB97M-V with the def2-TZVPD basis set

Cartesian coordinates (Å):
C -5.980 4.868 -1.865
C -4.603 5.388 -2.365
O -4.669 6.688 -2.866
H -6.297 5.505 -1.040
H -5.867 3.891 -1.395
H -6.782 4.917 -2.601
H -4.115 4.658 -3.011
H -3.998 5.428 -1.460
H -3.744 6.907 -3.005
C 2.713 -1.007 -2.279
C 2.836 0.531 -2.373
O 2.859 0.770 -3.735
H 3.430 -1.638 -2.805
H 1.730 -1.336 -2.614
H 2.807 -1.353 -1.249
H 3.751 0.840 -1.869
H 1.887 0.922 -2.005
H 2.249 0.155 -4.148
C -0.356 2.287 0.085
C -0.614 0.974 0.862
O 0.416 0.062 0.500
H 0.372 2.962 0.534
H -1.298 2.835 0.123
H -0.032 2.050 -0.928
H -1.547 0.458 0.638
H -0.619 1.178 1.933
H 0.047 -0.815 0.631
C -0.733 6.215 1.450
C -0.365 7.437 0.677
O -1.526 8.154 0.211
H -1.467 6.412 2.231
H 0.184 5.796 1.863
H -1.096 5.410 0.811
H 0.325 7.179 -0.127
H 0.123 8.070 1.418
H -1.650 7.802 -0.673
C 2.980 5.447 2.773
C 3.575 4.456 1.784
O 4.127 3.371 2.372
H 3.667 5.752 3.562
H 2.061 5.110 3.252
H 2.701 6.386 2.294
H 4.329 4.916 1.145
H 2.782 4.044 1.160
H 4.269 2.747 1.657
C -1.093 1.647 5.950
C -0.691 0.941 7.241
O -1.769 0.871 8.166
H -2.006 1.172 5.593
H -0.409 1.473 5.119
H -1.229 2.728 5.970
H 0.057 1.521 7.780
H -0.236 -0.019 6.998
H -1.379 0.546 8.981
C 5.386 -0.245 2.783
C 5.608 0.654 1.505
O 4.381 0.510 0.741
H 4.791 0.310 3.508
H 6.347 -0.355 3.287
H 5.096 -1.283 2.626
H 6.468 0.350 0.907
H 5.771 1.692 1.793
H 4.429 1.014 -0.075
C -0.736 0.060 -4.097
C -0.157 -1.091 -4.906
O 1.186 -0.816 -5.209
H -0.336 0.182 -3.091
H -1.782 -0.180 -3.904
H -0.613 1.058 -4.516
H -0.782 -0.992 -5.793
H -0.304 -2.049 -4.407
H 1.599 -1.554 -5.663
C 4.700 -4.395 1.361
C 3.920 -4.628 2.591
O 2.663 -5.063 2.136
H 5.749 -4.235 1.609
H 4.329 -3.565 0.760
H 4.782 -5.240 0.677
H 3.793 -3.777 3.260
H 4.325 -5.409 3.235
H 2.107 -4.301 1.956
C -7.021 -1.638 4.552
C -6.055 -0.523 4.390
O -6.793 0.531 3.802
H -7.349 -1.772 5.583
H -6.525 -2.572 4.288
H -7.886 -1.574 3.891
H -5.182 -0.823 3.809
H -5.669 -0.207 5.359
H -6.975 0.360 2.875
C 5.031 -5.249 -4.985
C 3.983 -5.853 -4.053
C 3.883 -4.779 -2.938
C 2.598 -4.913 -2.041
C 1.303 -4.939 -2.879
C 1.357 -5.961 -4.097
N 2.644 -5.820 -4.784
O 2.698 -6.610 -5.972
C 1.113 -7.446 -3.653
C 0.157 -5.541 -4.990
C 4.431 -7.228 -3.410
H 6.009 -5.138 -4.516
H 4.669 -4.339 -5.464
H 5.223 -5.863 -5.865
H 4.695 -4.773 -2.211
H 3.960 -3.753 -3.299
H 2.583 -4.052 -1.372
H 2.526 -5.752 -1.349
H 0.994 -3.933 -3.161
H 0.443 -5.218 -2.270
H 0.832 -8.072 -4.500
H 1.760 -7.914 -2.911
H 0.192 -7.472 -3.071
H 0.267 -4.527 -5.374
H 0.179 -6.129 -5.908
H -0.776 -5.697 -4.448
H 4.085 -8.019 -4.075
H 3.958 -7.370 -2.438
H 5.510 -7.311 -3.278
H 2.678 -7.508 -5.632
C -2.371 -4.496 -0.438
C -2.029 -2.999 -0.271
C -3.345 -2.158 -0.060
C -3.985 -2.192 1.320
C -2.941 -1.773 2.383
C -1.662 -2.686 2.318
N -1.151 -2.756 0.923
O 0.031 -3.473 0.865
C -0.568 -2.075 3.259
C -2.059 -4.011 3.018
C -1.424 -2.373 -1.563
H -2.225 -4.885 0.570
H -1.728 -5.110 -1.069
H -3.416 -4.689 -0.677
H -3.171 -1.114 -0.321
H -4.061 -2.546 -0.784
H -4.332 -3.205 1.522
H -4.868 -1.554 1.351
H -3.439 -2.036 3.317
H -2.712 -0.708 2.410
H -0.800 -2.082 4.324
H 0.336 -2.682 3.208
H -0.392 -1.008 3.124
H -2.833 -4.498 2.425
H -1.184 -4.659 3.068
H -2.608 -3.942 3.958
H -0.500 -2.837 -1.906
H -1.012 -1.393 -1.323
H -2.035 -2.319 -2.465
H -0.266 -4.344 1.138
O -5.783 0.760 -0.762
H -6.284 0.107 -0.273
H -5.993 0.585 -1.679
O -3.430 2.257 -1.548
H -4.227 1.746 -1.689
H -3.525 2.611 -0.664
O 2.023 4.694 -1.219
H 2.083 5.154 -2.056
H 1.086 4.539 -1.097
O -3.944 6.635 1.020
H -3.256 7.273 0.830
H -3.530 5.785 0.872
O -2.895 2.620 -4.160
H -3.337 2.343 -3.357
H -2.032 2.915 -3.869
O 4.313 2.962 -0.945
H 3.532 3.516 -0.924
H 4.993 3.521 -1.322
O 2.324 0.678 2.452
H 3.203 0.522 2.105
H 1.737 0.445 1.732
O 1.022 2.982 -4.105
H 1.317 2.105 -3.857
H 0.435 3.247 -3.397
O 2.255 2.642 4.362
H 2.935 3.136 3.905
H 2.167 1.833 3.858
O 1.904 5.690 -3.812
H 1.589 4.863 -4.176
H 1.182 6.304 -3.949
O -0.853 4.048 -2.377
H -1.591 3.658 -1.908
H -1.113 4.958 -2.518
O 0.851 4.601 5.785
H 1.356 3.930 5.326
H 1.301 5.421 5.581
O -2.924 3.863 3.687
H -2.434 4.271 4.402
H -3.307 3.077 4.077
O -4.028 3.027 1.031
H -4.984 3.019 1.076
H -3.748 3.293 1.907

Output
Highest occupied orbital energy, eV: -8.697
Gap between HOMO and LUMO, eV: 8.25
Spin multiplicity: 1
Net charge: 0
LUMO, eV: -0.442

=====

Formula: C7H12Cl2NO2P
Source: OMol25
Level of theory: ωB97M-V with the def2-TZVPD basis set

Cartesian coordinates (Å):
C -0.096 1.441 0.040
C -1.433 1.277 -0.043
C -2.215 -0.059 -0.009
C -1.146 -1.162 -0.076
C -3.092 -0.200 1.310
C 3.099 -0.920 -0.627
C 3.895 0.349 -0.919
N 1.754 -0.529 -0.888
O 1.350 -0.191 1.803
O -3.057 -0.397 -1.082
P 1.153 0.173 0.355
Cl -2.519 2.591 -0.297
Cl 3.418 1.638 0.256
H 0.202 2.411 0.066
H -1.698 -2.182 -0.075
H -0.610 -1.233 0.869
H -0.734 -0.867 -1.044
H -2.618 0.387 2.227
H -3.233 -1.178 1.698
H -4.073 0.218 1.030
H 3.138 -1.219 0.365
H 3.561 -1.601 -1.370
H 3.683 0.604 -1.866
H 5.025 0.401 -0.753
H -3.755 0.247 -0.971

Output
Highest occupied orbital energy, eV: -9.458
Gap between HOMO and LUMO, eV: 9.90
Spin multiplicity: 1
Energy relative to the best compared isomer or geometry (same formula, charge and spin), kJ/mol: 313.67
Net charge: 0
LUMO, eV: 0.440

=====

Formula: C49H46BCoN9O4S
Source: OMol25
Level of theory: ωB97M-V with the def2-TZVPD basis set

Cartesian coordinates (Å):
Co -0.013 0.212 -0.147
C 0.859 -2.028 4.597
C 0.472 -0.891 3.714
C 0.017 0.346 4.082
C -0.208 1.042 2.877
N 0.086 0.234 1.836
N 0.505 -0.928 2.363
B 1.040 -2.107 1.502
N 2.152 -1.510 0.617
N 1.893 -0.381 -0.067
C 3.044 0.048 -0.597
C 4.064 -0.848 -0.233
C 3.462 -1.816 0.544
C 4.053 -3.032 1.174
C 3.155 1.219 -1.476
C 4.271 1.359 -2.302
C 4.371 2.428 -3.177
C 3.354 3.367 -3.257
C 2.245 3.246 -2.433
C 2.156 2.191 -1.542
N -0.109 -2.631 0.643
N -0.885 -1.759 -0.031
C -1.866 -2.458 -0.597
C -1.706 -3.820 -0.277
C -0.587 -3.889 0.522
C 0.068 -5.090 1.121
C -2.916 -1.877 -1.442
C -3.459 -2.629 -2.484
C -4.448 -2.095 -3.294
C -4.897 -0.799 -3.087
C -4.368 -0.048 -2.048
C -3.396 -0.589 -1.221
C -0.610 2.419 2.792
C -0.667 3.101 1.489
C -0.821 4.563 1.569
C -1.135 5.197 2.720
C -1.252 4.456 3.915
C -0.973 3.105 3.945
H 0.682 -1.747 5.633
H 0.269 -2.914 4.366
H 1.912 -2.283 4.481
H -0.101 0.709 5.088
H 1.476 -2.968 2.193
H 5.110 -0.784 -0.478
H 5.089 -3.143 0.865
H 4.016 -2.969 2.262
H 3.502 -3.924 0.872
H 5.057 0.616 -2.278
H 5.247 2.525 -3.806
H 3.423 4.186 -3.960
H 1.447 3.975 -2.489
H 1.298 2.113 -0.885
H -2.354 -4.637 -0.547
H -0.452 -5.988 0.797
H 1.108 -5.162 0.803
H 0.050 -5.054 2.212
H -3.092 -3.629 -2.677
H -4.863 -2.693 -4.094
H -5.652 -0.376 -3.737
H -4.709 0.967 -1.885
H -2.998 -0.013 -0.397
H 0.228 2.873 0.908
H -0.689 5.118 0.650
H -1.272 6.270 2.743
H -1.539 4.962 4.828
H -1.019 2.588 4.892
C -5.196 6.917 -0.924
C -4.400 5.676 -0.622
C -3.355 5.278 -1.437
C -2.557 4.173 -1.142
C -1.479 3.842 -2.145
C -2.812 3.440 0.025
C -1.870 2.358 0.572
O -1.294 1.568 -0.344
C -3.924 3.783 0.820
C -4.371 2.963 2.009
C -4.687 4.892 0.488
H -5.101 7.193 -1.973
H -4.834 7.749 -0.317
H -6.250 6.765 -0.694
H -3.144 5.846 -2.337
H -1.071 4.754 -2.581
H -1.923 3.268 -2.962
H -0.681 3.251 -1.712
H -2.454 1.742 1.268
H -3.591 2.836 2.755
H -4.699 1.971 1.689
H -5.214 3.453 2.494
H -5.532 5.163 1.113
O -2.870 1.242 -10.033
S -2.234 1.878 -8.902
O -3.099 2.097 -7.762
O -1.357 2.995 -9.218
C -0.966 0.671 -8.292
N -0.149 0.058 -9.146
C 0.809 -0.683 -8.604
C 0.962 -0.838 -7.232
C 0.052 -0.166 -6.427
N -0.897 0.593 -6.974
C 0.032 -0.192 -4.950
C 0.904 -0.943 -4.164
C 0.828 -0.853 -2.790
N -0.037 -0.056 -2.152
C -0.922 0.607 -2.907
C -0.925 0.570 -4.283
H 1.484 -1.172 -9.299
H 1.755 -1.455 -6.831
H 1.648 -1.589 -4.609
H 1.490 -1.457 -2.185
H -1.644 1.195 -2.367
H -1.649 1.129 -4.862

Output
⟨S²⟩: 0.7822
Highest occupied orbital energy (alpha / beta), eV: -6.805 / -6.805
Gap between HOMO and LUMO (alpha / beta), eV: 3.59 / 3.57
Spin multiplicity: 2
Energy relative to the best compared isomer or geometry (same formula, charge and spin), kJ/mol: 88.98
Net charge: 0
LUMO (alpha / beta), eV: -3.220 / -3.231

=====

Formula: C20H19N3O2S
Source: OMol25
Level of theory: ωB97M-V with the def2-TZVPD basis set

Cartesian coordinates (Å):
O 2.248 -0.406 1.210
C 1.799 0.216 0.268
N 1.335 1.482 0.356
N 1.327 2.259 1.520
C 0.554 1.997 2.628
S 0.000 3.285 3.499
N 0.350 0.711 2.930
C -0.460 0.273 4.046
C -1.636 -0.510 3.559
C -2.871 -0.113 3.138
C -3.555 -1.292 2.754
C -2.683 -2.314 2.964
O -1.520 -1.851 3.448
C 1.638 -0.406 -1.117
C 1.688 0.621 -2.225
C 2.924 1.050 -2.698
C 3.003 2.009 -3.691
C 1.847 2.554 -4.225
C 0.613 2.132 -3.762
C 0.532 1.173 -2.766
C 0.371 -1.236 -1.150
C -0.755 -0.906 -0.406
C -1.901 -1.680 -0.485
C -1.936 -2.791 -1.309
C -0.819 -3.125 -2.056
C 0.325 -2.354 -1.975
H 0.894 1.892 -0.461
H 1.493 3.244 1.359
H 0.947 0.019 2.482
H -0.799 1.165 4.579
H 0.143 -0.351 4.712
H -3.244 0.891 3.115
H -4.557 -1.364 2.380
H -2.767 -3.372 2.815
H 2.488 -1.088 -1.231
H 3.827 0.626 -2.284
H 3.969 2.331 -4.050
H 1.908 3.301 -5.002
H -0.293 2.549 -4.177
H -0.436 0.840 -2.420
H -0.753 -0.047 0.249
H -2.765 -1.412 0.104
H -2.830 -3.394 -1.367
H -0.838 -3.991 -2.701
H 1.195 -2.618 -2.560

Output
Highest occupied orbital energy, eV: -8.195
Structure (SMILES): O=C(NNC(=S)NCc1ccco1)C(c1ccccc1)c1ccccc1
Gap between HOMO and LUMO, eV: 8.77
Spin multiplicity: 1
Energy relative to the best compared isomer or geometry (same formula, charge and spin), kJ/mol: 69.83
Net charge: 0
LUMO, eV: 0.575

=====

Formula: C14H12AuN4O3
Source: OMol25
Level of theory: ωB97M-V with the def2-TZVPD basis set

Cartesian coordinates (Å):
Au 0.421 0.327 -0.113
O -7.336 0.832 -0.364
N -6.384 1.337 0.183
O -6.398 2.385 0.798
C -5.079 0.655 0.032
C -5.124 -0.682 -0.083
C -3.914 -1.438 -0.157
C -3.927 -2.839 -0.269
C -2.739 -3.514 -0.333
C -1.551 -2.773 -0.276
N -1.517 -1.462 -0.167
C -2.676 -0.786 -0.113
C -2.642 0.668 -0.027
N -1.440 1.301 -0.036
C -1.395 2.627 -0.003
C -2.540 3.414 0.032
C -3.765 2.805 0.055
C -3.843 1.399 0.041
H -6.081 -1.185 -0.105
H -4.874 -3.363 -0.305
H -2.702 -4.590 -0.424
H -0.593 -3.278 -0.325
H -0.413 3.077 -0.010
H -2.449 4.490 0.041
H -4.666 3.395 0.088
C 4.536 -1.060 0.328
C 3.101 -0.768 0.627
N 2.607 -1.117 1.811
O 2.416 -0.196 -0.246
H 5.019 -1.641 1.110
H 5.058 -0.112 0.204
H 4.593 -1.594 -0.619
H 3.186 -1.555 2.506
H 1.653 -0.885 2.045

Output
Highest occupied orbital energy, eV: -12.219
Gap between HOMO and LUMO, eV: 8.42
Spin multiplicity: 1
Energy relative to the best compared isomer or geometry (same formula, charge and spin), kJ/mol: 0.00
Net charge: +1
LUMO, eV: -3.803

=====

Formula: C22H34N2O5
Source: OMol25
Level of theory: ωB97M-V with the def2-TZVPD basis set

Cartesian coordinates (Å):
C -0.446 6.239 -2.185
C 0.460 5.261 -1.442
C 0.191 5.238 0.039
C 1.002 5.922 0.930
C 0.735 5.931 2.294
C -0.365 5.245 2.774
C -1.193 4.551 1.902
C -0.913 4.547 0.541
O -1.665 3.892 -0.386
C -2.732 3.083 0.069
C -3.243 2.329 -1.143
C -2.170 1.455 -1.772
O -1.663 1.782 -2.835
N -1.801 0.315 -1.127
C -2.397 -0.201 0.092
C -0.645 -0.412 -1.610
C 0.661 0.071 -0.952
C 1.387 1.089 -1.810
N 1.557 -1.042 -0.676
C 1.300 -1.960 0.284
O 0.289 -1.939 0.960
C 2.401 -3.003 0.480
O 2.008 -4.069 1.282
C 1.101 -4.948 0.642
C 0.789 -6.076 1.601
C 1.986 -6.997 1.837
C 1.860 -8.035 0.705
O 0.547 -7.909 0.158
C -0.212 -7.052 0.997
H -0.230 6.238 -3.254
H -1.494 5.968 -2.055
H -0.310 7.255 -1.810
H 0.318 4.259 -1.852
H 1.507 5.525 -1.608
H 1.863 6.459 0.549
H 1.382 6.470 2.973
H -0.585 5.244 3.834
H -2.050 4.023 2.297
H -2.380 2.404 0.850
H -3.530 3.705 0.491
H -4.130 1.747 -0.881
H -3.530 3.043 -1.911
H -3.335 0.294 0.316
H -2.602 -1.266 -0.032
H -1.721 -0.100 0.944
H -0.797 -1.471 -1.400
H -0.584 -0.286 -2.690
H 0.406 0.539 0.003
H 0.712 1.904 -2.062
H 2.252 1.503 -1.289
H 1.716 0.642 -2.753
H 2.423 -1.091 -1.187
H 2.758 -3.355 -0.500
H 3.238 -2.517 0.987
H 0.180 -4.422 0.371
H 1.553 -5.342 -0.283
H 0.417 -5.641 2.530
H 2.934 -6.462 1.808
H 1.908 -7.475 2.814
H 2.573 -7.850 -0.099
H 2.008 -9.052 1.076
H -0.719 -7.628 1.783
H -0.982 -6.573 0.390

Output
Highest occupied orbital energy, eV: -8.452
Structure (SMILES): CCc1ccccc1OCCC(=O)N(C)C[C@H](C)NC(=O)COC[C@@H]1CCOC1
Gap between HOMO and LUMO, eV: 9.08
Spin multiplicity: 1
Energy relative to the best compared isomer or geometry (same formula, charge and spin), kJ/mol: 21.39
Net charge: 0
LUMO, eV: 0.628

=====

no.,maximum force (eV Å⁻¹)
1,3.0
2,5.0
3,1.8
4,0.9
5,0.7
6,0.3